1.
4 unconnected molecules or ions with the total composition C26H52F3N4O8S. Source: the Open Molecules 2025 dataset; level of theory: ωB97M-V with the def2-TZVPD basis set.

- Energy: -69104.7547 eV
- Orbital gap: 5.322 eV
- Total charge: +1
- E_LUMO: -4.727 eV

Element x y z (Å)
C1 -1.117 2.277 4.724
C2 -1.527 3.390 3.828
N1 -2.934 3.547 3.213
C3 -3.067 3.131 1.765
S1 -3.431 4.519 0.563
C4 -2.003 4.450 -0.684
C5 -2.274 3.378 -1.909
C6 -3.983 4.045 3.999
N2 -3.624 4.343 5.437
N3 -5.307 4.189 3.321
C7 -6.170 2.971 3.323
C8 -7.299 2.922 2.089
C9 -7.376 1.454 1.346
F1 -8.663 0.694 1.522
C10 -6.274 0.871 0.491
F2 -6.241 1.325 -0.951
F3 -5.267 -0.075 1.026
N4 -5.929 5.386 3.443
C11 -7.117 5.431 4.359
C12 -7.204 4.946 5.921
O1 -8.264 5.949 3.837
C13 -5.019 6.582 3.555
C14 -5.210 7.537 4.908
O2 -4.101 6.988 2.675
H1 -0.681 2.568 5.780
H2 -1.169 1.138 4.446
H3 -0.751 4.235 3.499
H4 -3.895 2.291 1.582
H5 -2.046 2.619 1.419
H6 -1.848 5.557 -1.060
H7 -1.064 4.051 -0.065
H8 -1.511 3.657 -2.776
H9 -3.371 3.473 -2.362
H10 -2.017 2.253 -1.616
H11 -2.990 5.197 5.397
H12 -4.436 4.662 6.008
H13 -5.454 2.043 3.084
H14 -6.656 2.690 4.376
H15 -8.334 3.354 2.420
H16 -6.873 3.680 1.271
H17 -6.898 5.828 6.664
H18 -6.518 4.039 6.198
H19 -8.320 4.685 6.183
H20 -6.278 8.064 4.824
H21 -4.432 8.442 4.888
H22 -5.119 6.918 5.915
C15 0.560 0.792 -2.196
O3 -0.133 0.954 -3.431
C16 0.750 0.942 -4.557
C17 0.787 -0.436 -5.229
O4 1.338 -1.431 -4.361
C18 0.335 -2.194 -3.703
H23 -0.164 0.495 -1.434
H24 1.336 0.024 -2.254
H25 1.011 1.745 -1.905
H26 1.757 1.266 -4.265
H27 0.362 1.672 -5.275
H28 1.441 -0.379 -6.106
H29 -0.210 -0.734 -5.576
H30 -0.047 -2.960 -4.387
H31 -0.496 -1.578 -3.350
H32 0.789 -2.690 -2.842
C19 3.046 -6.586 -5.173
O5 3.324 -5.246 -5.569
C20 3.071 -4.305 -4.521
C21 4.359 -3.922 -3.783
O6 4.925 -5.043 -3.096
C22 5.975 -5.658 -3.833
H33 3.546 -7.260 -5.873
H34 3.406 -6.805 -4.165
H35 1.968 -6.763 -5.222
H36 2.317 -4.694 -3.824
H37 2.657 -3.407 -4.991
H38 4.116 -3.172 -3.023
H39 5.091 -3.477 -4.468
H40 6.896 -5.077 -3.709
H41 5.744 -5.744 -4.898
H42 6.136 -6.661 -3.430
C23 8.212 -7.760 0.078
O7 7.829 -6.756 -0.858
C24 7.001 -5.749 -0.268
C25 7.813 -4.505 0.114
O8 8.769 -4.795 1.139
C26 10.072 -5.024 0.616
H43 9.070 -8.299 -0.331
H44 8.497 -7.339 1.046
H45 7.386 -8.463 0.216
H46 6.460 -6.150 0.599
H47 6.258 -5.465 -1.020
H48 7.128 -3.753 0.520
H49 8.305 -4.069 -0.764
H50 10.551 -4.063 0.398
H51 10.058 -5.634 -0.290
H52 10.661 -5.543 1.376

---

2.
A single C5H7NO molecule. Source: the Open Molecules 2025 dataset; level of theory: ωB97M-V with the def2-TZVPD basis set.

- Energy above the lowest of the compared OMol25 structures with the same formula, charge and spin: 52.4 kcal per mole
- SMILES string: O=C1CN2CC1C2
- Energy: -8833.9286 eV
- Orbital gap: 9.698 eV
- E_LUMO: 0.921 eV

Element x y z (Å)
O1 0.928 1.969 0.122
C1 0.682 0.830 -0.197
C2 -0.681 0.207 -0.538
N1 -0.271 -1.149 -0.967
C3 0.846 -1.458 0.187
C4 1.624 -0.317 -0.455
C5 0.858 -0.855 -1.861
H1 -1.174 0.753 -1.354
H2 -1.337 0.181 0.343
H3 1.291 -2.447 0.027
H4 0.448 -1.354 1.204
H5 2.700 -0.145 -0.376
H6 1.320 -1.768 -2.253
H7 0.686 -0.114 -2.654

---

3.
6 unconnected molecules or ions with the total composition C4H23N3O5. Source: the Open Molecules 2025 dataset; level of theory: ωB97M-V with the def2-TZVPD basis set.

- Energy above the lowest of the compared OMol25 structures with the same formula, charge and spin: 82.0 kcal per mole
- SMILES string: NCCCNCN.O.O.O.O.O
- Energy: -19224.8781 eV
- Orbital gap: 8.578 eV
- E_LUMO: 0.253 eV

Element x y z (Å)
C1 0.136 2.565 2.110
C2 -0.468 1.230 2.669
C3 -0.213 -0.060 1.710
N1 -0.132 -1.202 2.543
N2 -0.114 2.922 0.710
C4 0.867 2.340 -0.326
N3 0.127 1.589 -1.365
H1 1.324 2.616 2.287
H2 0.075 3.568 2.677
H3 -1.530 1.331 2.863
H4 -0.064 1.484 3.734
H5 0.939 0.018 1.168
H6 -0.855 -0.156 0.937
H7 -0.927 -1.662 2.788
H8 0.391 -1.002 3.510
H9 -0.975 2.724 0.415
H10 1.583 3.060 -0.702
H11 1.578 1.534 0.108
H12 0.206 1.843 -2.359
H13 -0.947 1.552 -1.229
H14 0.840 -2.352 -3.443
H15 -0.185 -1.518 -2.545
O1 0.052 -1.774 -3.463
H16 0.969 -3.511 0.757
H17 1.437 -2.808 -0.493
O2 1.664 -3.528 0.158
H18 -1.181 -2.313 -0.134
H19 -0.344 -0.992 -0.472
O3 -1.037 -1.555 -0.808
H20 2.304 -2.017 -2.390
H21 2.529 -1.438 -0.857
O4 1.872 -1.487 -1.608
H22 -3.146 0.917 -1.854
H23 -2.565 -0.087 -1.045
O5 -2.869 0.794 -1.019

---

4.
A single C4H11NO3 molecule. Source: the Open Molecules 2025 dataset; level of theory: ωB97M-V with the def2-TZVPD basis set.

- Energy above the lowest of the compared OMol25 structures with the same formula, charge and spin: 79.4 kcal per mole
- SMILES string: CCNC(O)(O)CO
- Energy: -11956.6653 eV
- Orbital gap: 9.295 eV
- E_LUMO: 0.634 eV

Element x y z (Å)
C1 0.527 -0.147 -0.581
C2 1.988 -1.341 -0.706
C3 -1.070 0.742 1.278
C4 -2.258 1.026 0.385
N1 0.219 -0.388 0.725
O1 1.037 1.074 -0.905
O2 -0.427 -0.542 -1.499
O3 2.674 -1.685 0.442
H1 0.710 1.776 -0.329
H2 -0.191 -0.227 -2.380
H3 2.368 -1.141 1.179
H4 -0.229 -1.297 0.796
H5 1.557 -2.223 -1.185
H6 2.659 -0.835 -1.400
H7 -1.363 0.252 2.207
H8 -0.478 1.630 1.496
H9 -2.963 1.711 0.868
H10 -1.953 1.505 -0.546
H11 -2.806 0.112 0.154

---

- Look up the E_LUMO of the third one.
  0.253 eV

---

What did the third record say?
6 unconnected molecules or ions with the total composition C4H23N3O5. Source: the Open Molecules 2025 dataset; level of theory: ωB97M-V with the def2-TZVPD basis set.

- Energy above the lowest of the compared OMol25 structures with the same formula, charge and spin: 82.0 kcal per mole
- SMILES string: NCCCNCN.O.O.O.O.O
- Energy: -19224.8781 eV
- Orbital gap: 8.578 eV
- E_LUMO: 0.253 eV

Element x y z (Å)
C1 0.136 2.565 2.110
C2 -0.468 1.230 2.669
C3 -0.213 -0.060 1.710
N1 -0.132 -1.202 2.543
N2 -0.114 2.922 0.710
C4 0.867 2.340 -0.326
N3 0.127 1.589 -1.365
H1 1.324 2.616 2.287
H2 0.075 3.568 2.677
H3 -1.530 1.331 2.863
H4 -0.064 1.484 3.734
H5 0.939 0.018 1.168
H6 -0.855 -0.156 0.937
H7 -0.927 -1.662 2.788
H8 0.391 -1.002 3.510
H9 -0.975 2.724 0.415
H10 1.583 3.060 -0.702
H11 1.578 1.534 0.108
H12 0.206 1.843 -2.359
H13 -0.947 1.552 -1.229
H14 0.840 -2.352 -3.443
H15 -0.185 -1.518 -2.545
O1 0.052 -1.774 -3.463
H16 0.969 -3.511 0.757
H17 1.437 -2.808 -0.493
O2 1.664 -3.528 0.158
H18 -1.181 -2.313 -0.134
H19 -0.344 -0.992 -0.472
O3 -1.037 -1.555 -0.808
H20 2.304 -2.017 -2.390
H21 2.529 -1.438 -0.857
O4 1.872 -1.487 -1.608
H22 -3.146 0.917 -1.854
H23 -2.565 -0.087 -1.045
O5 -2.869 0.794 -1.019

---

- Number 2 is which compound?
  C5H7NO

---

Copy entry 2 word for word.
A single C5H7NO molecule. Source: the Open Molecules 2025 dataset; level of theory: ωB97M-V with the def2-TZVPD basis set.

- Energy above the lowest of the compared OMol25 structures with the same formula, charge and spin: 52.4 kcal per mole
- SMILES string: O=C1CN2CC1C2
- Energy: -8833.9286 eV
- Orbital gap: 9.698 eV
- E_LUMO: 0.921 eV

Element x y z (Å)
O1 0.928 1.969 0.122
C1 0.682 0.830 -0.197
C2 -0.681 0.207 -0.538
N1 -0.271 -1.149 -0.967
C3 0.846 -1.458 0.187
C4 1.624 -0.317 -0.455
C5 0.858 -0.855 -1.861
H1 -1.174 0.753 -1.354
H2 -1.337 0.181 0.343
H3 1.291 -2.447 0.027
H4 0.448 -1.354 1.204
H5 2.700 -0.145 -0.376
H6 1.320 -1.768 -2.253
H7 0.686 -0.114 -2.654